Entry 1:
Computed, not measured: a molecular structure, C18H10BrF3N4O6PtS, with ωB97M-V with the def2-TZVPD basis set.

Element x y z (Å)
Pt (-0.811, 0.501, -1.538)
F (-0.357, 0.945, 4.948)
C (-0.639, 0.967, 3.662)
F (-0.767, 2.241, 3.275)
F (-1.807, 0.360, 3.478)
C (0.477, 0.306, 2.812)
C (1.827, 0.788, 3.257)
C (2.953, 0.805, 2.538)
C (3.140, 0.474, 1.137)
N (2.309, 0.509, 0.185)
C (0.169, 0.240, 1.282)
S (-1.507, 0.811, 0.686)
H (1.878, 1.032, 4.311)
H (3.866, 1.101, 3.041)
H (4.142, 0.201, 0.826)
O (0.373, -1.142, 2.860)
C (0.221, -1.239, 1.514)
O (0.992, 0.878, 0.325)
C (-0.148, -2.283, 0.669)
C (-0.175, -1.989, -0.724)
C (-0.832, -2.845, -1.597)
C (-1.342, -4.070, -1.174)
C (-1.148, -4.413, 0.165)
C (-0.589, -3.562, 1.093)
N (-1.612, -5.759, 0.623)
O (-1.305, -6.045, 1.740)
O (-2.228, -6.383, -0.187)
N (-1.014, -2.416, -2.965)
O (-1.023, -1.188, -3.154)
O (-1.159, -3.219, -3.825)
H (0.474, -1.200, -1.120)
H (-1.856, -4.733, -1.858)
H (-0.500, -3.851, 2.131)
Br (1.467, 1.247, -3.189)
C (0.481, 2.834, -2.831)
C (0.939, 4.092, -3.162)
C (0.138, 5.176, -2.822)
C (-1.088, 4.954, -2.210)
C (-1.466, 3.652, -1.914)
N (-0.677, 2.625, -2.206)
H (1.887, 4.221, -3.659)
H (0.476, 6.182, -3.031)
H (-1.750, 5.768, -1.965)
H (-2.409, 3.426, -1.430)

Results
HOMO-LUMO gap (alpha / beta) (Ha): 0.2133 / 0.2132
Net charge: +2
Lowest unoccupied orbital energy (alpha / beta) (eV): -9.7 / -9.6
HOMO level (alpha / beta) (eV): -15.459 / -15.452

Entry 2:
Computed, not measured: C18H10N2O2 in the gas phase, with ωB97M-V with the def2-TZVPD basis set.

Element x y z (Å)
O (-2.155, 1.119, 2.333)
C (-1.306, 1.596, 1.486)
C (-1.316, 3.045, 1.109)
C (-2.491, 3.691, 1.505)
C (-2.664, 5.021, 1.087)
C (-1.754, 5.740, 0.326)
C (-0.682, 5.018, -0.292)
C (-0.470, 3.745, 0.201)
C (-0.426, 0.514, 0.918)
C (-0.596, -0.825, 1.326)
C (0.105, -1.819, 0.593)
C (0.949, -1.482, -0.515)
N (1.101, -0.167, -0.856)
N (0.267, 0.727, -0.225)
C (1.610, -2.718, -0.997)
C (2.361, -2.877, -2.101)
C (2.750, -4.186, -2.392)
C (2.175, -5.333, -1.718)
C (1.405, -5.065, -0.587)
C (1.034, -3.785, -0.306)
C (0.214, -3.255, 0.761)
O (-0.391, -3.894, 1.567)
H (-3.283, 3.379, 2.050)
H (-3.527, 5.668, 1.495)
H (-1.897, 6.799, 0.137)
H (-0.047, 5.584, -0.943)
H (0.383, 3.315, -0.366)
H (-1.023, -0.933, 2.267)
H (2.794, -1.979, -2.648)
H (3.553, -4.395, -3.126)
H (2.454, -6.347, -1.995)
H (0.873, -5.901, -0.093)

Results
HOMO-LUMO gap (Ha): 0.2995
Lowest unoccupied orbital energy (eV): -1.3
HOMO level (eV): -9.472

Entry 3:
Computed, not measured: a molecular structure, C18H11Br2N2O5SW, with ωB97M-V with the def2-TZVPD basis set.

Element x y z (Å)
W (-0.236, 0.240, 0.049)
Br (-0.374, 2.467, 2.506)
C (-0.108, 3.256, 0.790)
C (0.040, 4.608, 0.577)
C (0.250, 5.043, -0.732)
C (0.360, 4.102, -1.748)
C (0.222, 2.762, -1.437)
N (-0.055, 2.324, -0.174)
C (0.514, 1.616, -2.391)
O (0.687, 1.763, -3.567)
O (0.603, 0.480, -1.721)
H (-0.003, 5.298, 1.405)
H (0.344, 6.095, -0.945)
H (0.558, 4.379, -2.772)
O (1.455, 0.189, 1.038)
N (2.147, -0.937, 1.358)
C (3.369, -0.812, 1.916)
C (4.061, -1.919, 2.319)
C (3.473, -3.187, 2.167)
C (2.233, -3.295, 1.586)
C (1.548, -2.148, 1.157)
S (0.007, -2.173, 0.391)
H (3.730, 0.200, 2.027)
H (5.044, -1.809, 2.745)
H (3.989, -4.069, 2.512)
H (1.763, -4.254, 1.435)
Br (-8.863, -0.340, -0.402)
C (-6.988, -0.175, -0.283)
C (-6.315, -0.708, 0.814)
C (-4.948, -0.573, 0.909)
C (-4.243, 0.080, -0.111)
C (-4.931, 0.599, -1.217)
C (-6.299, 0.486, -1.296)
C (-2.803, 0.211, -0.044)
O (-2.090, 0.523, -1.057)
O (-2.112, 0.008, 1.031)
H (-6.870, -1.223, 1.580)
H (-4.405, -0.981, 1.749)
H (-4.380, 1.099, -1.998)
H (-6.835, 0.900, -2.136)

Results
Multiplicity: 3
HOMO-LUMO gap (alpha / beta) (Ha): 0.2695 / 0.2693
Net charge: +1
Lowest unoccupied orbital energy (alpha / beta) (eV): -3.9 / -4.4
HOMO level (alpha / beta) (eV): -11.258 / -11.696
Energy above the lowest of the compared OMol25 structures with the same formula, charge and spin (kJ/mol): 34.0

Entry 4:
Computed, not measured: a molecular structure, C18H11BrCaCl3N2O, with ωB97M-V with the def2-TZVPD basis set.

Element x y z (Å)
Ca (0.104, 0.051, 0.014)
Br (3.282, -0.991, 6.818)
C (2.096, -1.040, 5.358)
C (2.425, -0.385, 4.181)
C (1.545, -0.428, 3.115)
C (0.337, -1.124, 3.219)
C (0.018, -1.779, 4.410)
C (0.897, -1.735, 5.473)
N (-0.491, -1.106, 2.071)
C (-1.621, -1.692, 2.009)
C (-2.481, -1.673, 0.816)
C (-3.691, -2.350, 0.873)
C (-4.521, -2.348, -0.240)
C (-4.111, -1.667, -1.371)
C (-2.886, -1.014, -1.347)
N (-2.083, -1.010, -0.287)
H (3.358, 0.154, 4.096)
H (1.820, 0.090, 2.203)
H (-0.905, -2.328, 4.532)
H (0.656, -2.240, 6.398)
H (-2.034, -2.255, 2.847)
H (-3.977, -2.872, 1.776)
H (-5.468, -2.868, -0.219)
H (-4.719, -1.634, -2.263)
H (-2.538, -0.472, -2.219)
Cl (4.729, 4.195, -4.036)
C (3.904, 3.262, -2.838)
C (2.665, 2.713, -3.135)
C (2.050, 1.979, -2.145)
Cl (0.467, 1.263, -2.491)
C (2.571, 1.741, -0.866)
O (1.924, 1.032, 0.020)
C (3.828, 2.326, -0.632)
Cl (4.548, 2.088, 0.917)
C (4.486, 3.072, -1.593)
H (2.209, 2.859, -4.102)
H (5.451, 3.504, -1.371)

Results
HOMO-LUMO gap (Ha): 0.2219
Net charge: +1
Lowest unoccupied orbital energy (eV): -4.5
HOMO level (eV): -10.586

Entry 5:
Computed, not measured: a molecular structure, C18H11BrCl5F3N3O6SSeV, with ωB97M-V with the def2-TZVPD basis set.

Element x y z (Å)
V (0.188, -0.549, -0.014)
Cl (-2.677, 2.729, 5.793)
C (-2.059, 1.700, 4.571)
C (-1.925, 2.174, 3.267)
Cl (-2.386, 3.771, 2.851)
C (-1.411, 1.325, 2.299)
Cl (-1.238, 1.847, 0.646)
C (-1.027, 0.026, 2.592)
O (-0.538, -0.776, 1.633)
C (-1.170, -0.449, 3.891)
Cl (-0.694, -2.063, 4.238)
C (-1.688, 0.387, 4.878)
Cl (-1.867, -0.202, 6.475)
C (-0.607, -5.486, -0.818)
N (0.620, -4.941, -1.409)
C (1.273, -5.509, -2.478)
C (2.372, -4.762, -2.714)
N (2.379, -3.745, -1.785)
C (3.441, -2.746, -1.675)
C (1.296, -3.850, -1.006)
Se (0.764, -2.833, 0.493)
H (-0.688, -6.523, -1.132)
H (-1.464, -4.921, -1.163)
H (-0.541, -5.440, 0.264)
H (0.906, -6.395, -2.962)
H (3.150, -4.864, -3.449)
H (4.370, -3.202, -2.008)
H (3.539, -2.443, -0.635)
H (3.209, -1.885, -2.295)
Br (-6.027, 1.218, -0.226)
C (-5.224, -0.204, -1.153)
C (-6.002, -1.081, -1.901)
N (-5.494, -2.105, -2.582)
C (-4.182, -2.294, -2.530)
C (-3.330, -1.471, -1.800)
C (-3.860, -0.396, -1.098)
C (-1.894, -1.801, -1.759)
O (-1.367, -2.764, -2.224)
O (-1.143, -0.845, -1.085)
H (-7.076, -0.948, -1.950)
H (-3.780, -3.128, -3.092)
H (-3.229, 0.268, -0.524)
F (1.133, 2.773, -1.183)
C (2.393, 2.388, -1.038)
F (2.956, 3.044, -0.044)
F (3.053, 2.584, -2.163)
S (2.467, 0.580, -0.660)
O (3.830, 0.209, -0.705)
O (1.506, -0.087, -1.589)
O (1.758, 0.423, 0.669)

Results
Multiplicity: 2
HOMO-LUMO gap (alpha / beta) (Ha): 0.2353 / 0.2640
Net charge: +1
Lowest unoccupied orbital energy (alpha / beta) (eV): -5.1 / -4.4
HOMO level (alpha / beta) (eV): -11.522 / -11.542
Energy above the lowest of the compared OMol25 structures with the same formula, charge and spin (kJ/mol): 74.5

Q: Number 1 is which compound?
A: C18H10BrF3N4O6PtS